Entry 1:
The following is a quantum chemistry calculation of C37H31BrPRhTe as an isolated structure, from OMol25.

CARTESIAN COORDINATES (ANGSTROEM)
Te -1.462 -1.291 2.940
Rh -0.373 0.323 1.174
Br 2.183 0.399 1.642
P -2.417 0.148 -0.178
C 2.442 2.092 0.791
C 0.395 0.779 6.364
C -1.025 -3.184 5.572
C -0.285 -1.286 -0.044
C -0.658 -0.763 4.841
C 3.713 2.505 0.549
C -4.852 -0.403 -1.475
C 0.394 4.970 -0.287
C 0.099 -1.486 7.014
C 0.587 -0.220 7.305
C -0.035 2.355 0.739
C -6.686 -1.536 -0.397
C -0.868 2.069 -3.457
C -0.450 1.687 4.202
C 3.909 3.782 -0.027
C -3.121 2.266 -1.860
C -1.068 1.157 -2.430
C -1.543 -1.364 -0.616
C 1.512 4.137 -0.040
C -0.227 0.532 5.143
C 0.260 -3.380 -1.049
C -0.524 -1.779 5.802
C -1.938 -2.453 -1.384
C -5.984 -1.540 0.800
C -6.121 -0.964 -1.530
C -1.801 3.070 -3.700
C 0.636 -2.295 -0.262
C 2.836 4.577 -0.301
C -0.862 4.538 0.012
C -1.018 -3.471 -1.596
C 1.287 2.842 0.498
C -2.201 1.244 -1.628
C 1.289 0.053 8.613
C -4.718 -0.975 0.865
C -4.144 -0.411 -0.276
C -2.930 3.167 -2.900
C -1.070 3.230 0.515
H -4.414 0.031 -2.365
H -6.669 -0.954 -2.464
H 2.073 -0.685 8.794
H 0.109 2.570 4.514
H -3.659 3.947 -3.079
H 0.591 0.000 9.451
H -1.716 5.184 -0.156
H 4.916 4.122 -0.232
H 0.974 -4.176 -1.223
H 2.981 5.569 -0.713
H -0.973 -3.760 6.496
H -1.511 1.947 4.156
H -1.293 -4.336 -2.186
H -0.430 -3.694 4.812
H 4.555 1.875 0.798
H 0.020 1.993 -4.072
H -2.085 2.922 0.726
H -4.170 -0.971 1.800
H 1.744 1.044 8.617
H -3.993 2.362 -1.221
H -1.642 3.778 -4.504
H -2.057 -3.188 5.222
H -6.422 -1.981 1.687
H 0.738 1.786 6.586
H 1.629 -2.255 0.167
H -0.139 1.448 3.189
H -0.331 0.384 -2.244
H -7.675 -1.975 -0.449
H 0.211 -2.278 7.750
H -2.935 -2.504 -1.807
H 0.562 5.959 -0.701

Its relative energy (zero: lowest compared OMol25 entry of this formula, charge and spin) is 140.1 kJ/mol. The calculation puts the calculated total energy at -128503.793 eV. The calculation puts the lowest unoccupied orbital energy (spin up / spin down) at -0.6 / -0.6 eV. The frontier orbital gap (spin up / spin down) comes out at 6.0 / 6.0 eV. For the highest occupied orbital energy (spin up / spin down), the calculation gives -6.6 / -6.6 eV.

=====

Entry 2:
The following is a quantum chemistry calculation of C4H8O2 as an isolated structure, from OMol25.

CARTESIAN COORDINATES (ANGSTROEM)
O -1.190 -2.352 1.046
O 0.497 -1.078 -0.659
C 1.551 1.259 -0.450
C -1.676 -1.189 0.547
C 0.154 0.725 -0.533
C -0.183 -0.967 0.453
H -2.197 -0.510 1.245
H 1.502 2.337 -0.633
H 1.970 1.108 0.544
H -0.520 1.204 0.180
H -2.145 -1.231 -0.446
H -0.318 0.730 -1.508
H 0.350 -0.839 1.402
H 2.204 0.803 -1.188

Its relative energy (zero: lowest compared OMol25 entry of this formula, charge and spin) is 546.6 kJ/mol. The calculation puts the calculated total energy at -8367.616 eV. The calculation puts the lowest unoccupied orbital energy at 0.0 eV. The frontier orbital gap comes out at 8.7 eV. For the highest occupied orbital energy, the calculation gives -8.7 eV.

=====

Entry 3:
The following is a quantum chemistry calculation of a 2-piece molecular cluster, C6H8N overall, from OMol25.

CARTESIAN COORDINATES (ANGSTROEM)
N 1.873 0.108 0.014
C -0.698 -2.232 0.114
C 0.640 0.508 0.043
C 3.006 -0.132 -0.114
C -1.542 1.267 -1.288
C -0.284 1.183 1.068
C -0.548 1.104 -0.428
H -1.616 -1.821 0.016
H 0.124 2.124 1.500
H -1.549 0.777 -2.261
H -0.505 -2.817 1.147
H -0.699 0.587 1.878
H -2.408 1.720 -0.912
H 4.108 -0.181 -0.100
H 0.095 -2.196 -0.678

Its relative energy (zero: lowest compared OMol25 entry of this formula, charge and spin) is 870.9 kJ/mol. The calculation puts the calculated total energy at -7826.662 eV. As for the total charge: +1. The calculation puts the lowest unoccupied orbital energy (spin up / spin down) at -4.6 / -6.5 eV. The frontier orbital gap (spin up / spin down) comes out at 8.8 / 6.0 eV. For the highest occupied orbital energy (spin up / spin down), the calculation gives -13.3 / -12.5 eV.

=====

Entry 4:
The following is a quantum chemistry calculation of a single C18H22O4 molecule, from OMol25.

CARTESIAN COORDINATES (ANGSTROEM)
O 2.200 -0.879 0.131
O 0.170 2.121 -0.305
O -0.150 3.040 -2.292
O 0.827 0.975 0.360
C 0.609 6.529 -2.936
C 1.928 5.827 -1.041
C 0.644 -0.451 1.919
C -0.120 -1.568 2.137
C 0.397 4.282 -2.083
C 0.036 5.266 -3.013
C 2.907 0.784 1.804
C 2.053 -0.431 1.352
C -2.129 -0.289 1.582
C 1.274 4.589 -1.039
C 0.052 0.849 1.563
C -1.519 -1.477 2.017
C 1.960 1.766 -1.880
C 0.470 1.914 -1.687
C 1.581 6.811 -1.967
C 2.863 -1.622 2.016
C -1.385 0.831 1.287
C -0.296 0.647 -2.120
H 2.428 -2.594 1.772
H 2.298 0.874 -1.351
H 2.819 0.889 2.888
H 2.615 1.720 1.331
H -1.295 0.668 -1.679
H 0.300 7.299 -3.641
H -0.370 0.600 -3.214
H 1.480 3.848 -0.271
H 2.911 -1.520 3.104
H 0.330 1.714 2.181
H -0.677 5.000 -3.791
H 2.705 6.008 -0.300
H 3.952 0.579 1.563
H 0.257 -0.212 -1.736
H 3.875 -1.638 1.598
H 2.481 2.643 -1.503
H -2.122 -2.362 2.241
H -1.811 1.713 0.833
H -3.215 -0.241 1.472
H 2.188 1.652 -2.946
H 2.061 7.790 -1.939
H 0.352 -2.515 2.415

Its relative energy (zero: lowest compared OMol25 entry of this formula, charge and spin) is 658.9 kJ/mol. The calculation puts the calculated total energy at -27204.977 eV. The calculation puts the lowest unoccupied orbital energy (spin up / spin down) at -0.8 / -1.0 eV. The frontier orbital gap (spin up / spin down) comes out at 7.7 / 6.6 eV. For the highest occupied orbital energy (spin up / spin down), the calculation gives -8.5 / -7.6 eV.

=====

Entry 5:
The following is a quantum chemistry calculation of C43H43F3N6O7V as an isolated structure, from OMol25.

CARTESIAN COORDINATES (ANGSTROEM)
V -0.209 -0.272 0.656
F -4.502 1.911 -4.382
F -5.482 0.179 -3.553
F -3.956 -0.058 -5.051
O 1.055 -4.127 -0.702
O -5.137 -1.249 4.216
O -0.482 -0.502 3.718
O 0.766 -0.956 1.628
O -3.460 0.164 0.351
O 1.633 -1.653 2.138
O 2.998 2.620 -1.457
N -4.176 -0.560 2.307
N -0.403 -2.560 -0.059
N 1.508 -0.567 -0.725
N -1.873 -0.298 1.961
N -1.358 0.244 -0.800
N 0.877 2.160 -0.901
C -4.536 -3.053 -1.174
C 2.459 1.826 3.864
C -3.137 -5.159 -0.055
C 1.419 2.850 3.372
C -2.767 -0.825 4.275
C -4.133 -0.930 3.651
C 2.046 1.723 -1.136
C 0.924 3.606 -0.962
C 0.206 1.440 1.463
C -1.613 -0.553 3.315
C -2.505 -3.934 -0.232
C -2.120 5.504 -3.296
C -4.296 0.651 -3.973
C -3.041 1.695 4.536
C -2.100 -0.205 -3.047
C -3.271 0.565 -2.866
C -0.296 5.625 -1.745
C -2.560 0.956 -0.542
C -3.101 -0.232 1.548
C 0.765 -2.838 -0.493
C -0.995 3.499 -2.608
C -3.213 -2.886 -0.794
C 0.481 3.242 4.516
C 1.814 -1.865 -0.802
C -2.811 0.372 5.260
C -2.478 -2.146 5.019
C -4.452 -5.330 -0.439
C 3.077 -2.325 -1.178
C -1.075 -3.813 0.228
C -1.269 6.253 -2.499
C 3.725 -0.056 -1.477
C -0.157 4.243 -1.793
C -1.203 -0.287 -1.999
C -5.158 -4.277 -1.000
C 4.059 -1.399 -1.490
C -1.981 4.128 -3.349
C -3.469 1.219 -1.699
C 0.692 2.164 2.316
C 2.348 3.888 -1.518
C -2.406 -3.302 4.029
C -0.132 -4.863 -0.422
C 2.126 4.089 2.805
C 2.432 0.316 -1.100
H 1.960 0.910 4.175
H 0.017 2.355 4.940
H -2.588 -5.978 0.384
H -1.366 7.328 -2.464
H 3.152 1.579 3.063
H -0.859 2.429 -2.659
H -1.535 -2.050 5.558
H 3.018 2.230 4.704
H -4.333 1.831 -1.514
H -4.039 1.737 4.103
H 4.430 0.710 -1.759
H -5.092 -0.516 1.869
H 5.057 -1.721 -1.748
H -1.908 -0.702 -3.982
H 2.916 4.610 -0.932
H -4.922 -6.292 -0.298
H 1.044 3.747 5.298
H -2.947 2.519 5.239
H 1.398 4.826 2.472
H 2.746 4.538 3.576
H -2.184 -4.230 4.548
H -2.643 3.549 -3.974
H 0.111 -5.698 0.234
H 2.310 4.212 -2.564
H -2.729 -1.934 -0.939
H -2.324 1.874 0.025
H -3.352 -3.424 3.503
H 0.820 3.964 0.071
H -1.620 -3.124 3.296
H -6.188 -4.415 -1.292
H 0.370 6.201 -1.120
H -3.278 -2.321 5.739
H -1.074 -3.931 1.323
H -0.300 3.913 4.164
H -2.885 5.994 -3.877
H -1.861 0.398 5.793
H -5.076 -2.224 -1.608
H -0.289 -0.845 -2.160
H -3.612 0.198 5.979
H 3.263 -3.388 -1.213
H 2.761 3.813 1.967
H -0.529 -5.241 -1.370
H -2.307 1.843 3.742

The calculation puts the calculated total energy at -102392.457 eV. As for the total charge: +1. The calculation puts the lowest unoccupied orbital energy (spin up / spin down) at -4.5 / -4.6 eV. The frontier orbital gap (spin up / spin down) comes out at 5.8 / 5.6 eV. For the highest occupied orbital energy (spin up / spin down), the calculation gives -10.2 / -10.2 eV.